{
  "formula": "C4H12O",
  "method": "ωB97M-V with the def2-TZVPD basis set",
  "multiplicity": 1,
  "largest_force_ev_per_a": 2.5,
  "e_above_lowest_ev": 0.9950,
  "energy_ha": -234.7961,
  "total_charge": 0,
  "smiles": "CCO.CC",
  "lumo_ha": 0.0349,
  "orbital_gap_ev": 11.317,
  "symbols": ["C", "C", "O", "H", "H", "H", "H", "H", "H", "C", "C", "H", "H", "H", "H", "H", "H"],
  "coordinates": [[2.00, -1.34, 0.62], [1.77, 0.03, 0.01], [1.51, -0.08, -1.40], [1.15, -2.00, 0.42], [2.01, -1.25, 1.71], [2.91, -1.81, 0.23], [0.94, 0.55, 0.46], [2.69, 0.61, 0.04], [1.22, -0.97, -1.62], [-2.71, 0.49, 0.03], [-1.40, 1.21, -0.10], [-3.62, 1.06, 0.22], [-3.00, -0.06, -0.88], [-2.62, -0.43, 0.61], [-1.19, 1.87, -0.95], [-0.57, 0.51, -0.27], [-1.09, 1.64, 0.85]]
}